Computed, not measured: a structure of composition C40H34ClF15N6OPSY, with ωB97M-V/def2-TZVPD.

Values from the calculation:
HOMO level (spin up / spin down) (eV): -5.3316 / -5.3573
M (g mol⁻¹): 1087.12
Charge: -1
Multiplicity: 2
Relative energy (zero: lowest compared OMol25 entry of this formula, charge and spin) (kcal/mol): 30.8

```
100
C40H34ClF15N6OPSY, DFT ωB97M-V/def2-TZVPD
Y -0.214 0.341 -0.178
F 0.188 -3.034 -5.021
C -0.687 -2.048 -5.316
F 0.020 -1.022 -5.821
F -1.441 -2.522 -6.339
C -1.538 -1.654 -4.140
C -2.898 -1.836 -4.205
C -3.705 -1.484 -3.126
C -3.085 -0.933 -2.027
N -1.767 -0.744 -1.948
C -0.947 -1.105 -2.969
S 0.723 -0.863 -2.742
H -3.336 -2.252 -5.101
H -4.776 -1.611 -3.149
H -3.655 -0.622 -1.165
C -3.466 -0.671 5.263
C -3.289 -1.989 4.864
C -2.811 -2.274 3.595
C -2.510 -1.230 2.733
C -2.662 0.087 3.129
C -3.154 0.363 4.394
N -1.917 -1.525 1.427
N -2.238 -2.659 1.036
C -1.495 -3.142 -0.102
C -2.132 -4.113 -0.858
C -1.403 -4.720 -1.867
C -0.069 -4.375 -2.017
C 0.457 -3.381 -1.205
N -0.244 -2.740 -0.267
H -3.828 -0.453 6.259
H -3.510 -2.799 5.546
H -2.645 -3.294 3.284
H -2.382 0.889 2.476
H -3.268 1.393 4.701
H -3.159 -4.367 -0.640
H -1.859 -5.469 -2.501
H 0.556 -4.837 -2.766
H 1.492 -3.090 -1.309
F 0.830 1.325 6.219
C 0.667 1.095 4.883
C 0.523 2.172 4.036
C 0.349 1.917 2.677
C 0.286 0.623 2.138
C 0.474 -0.412 3.065
C 0.664 -0.206 4.427
H 0.550 3.178 4.433
H 0.235 2.783 2.032
H 0.457 -1.447 2.726
H 0.798 -1.024 5.122
F -1.604 2.549 0.205
P -3.251 2.349 0.009
F -2.999 2.040 -1.565
F -2.905 0.756 0.323
F -4.799 2.006 -0.170
F -3.450 2.620 1.569
F -3.429 3.895 -0.326
F 5.199 5.176 1.403
C 4.390 4.187 0.985
C 3.046 4.415 0.763
F 2.532 5.636 0.974
C 2.222 3.391 0.329
F 0.914 3.679 0.161
C 2.678 2.085 0.092
O 1.924 1.116 -0.332
C 4.055 1.899 0.328
F 4.601 0.691 0.111
C 4.887 2.913 0.761
F 6.190 2.669 0.962
Cl 3.979 -1.344 3.937
C 3.177 -2.777 3.369
C 2.890 -3.762 4.290
C 2.307 -4.955 3.877
C 2.040 -5.159 2.525
C 2.322 -4.171 1.609
C 2.869 -2.922 1.991
C 3.061 -1.881 1.072
H 3.134 -3.594 5.330
H 2.077 -5.719 4.606
H 1.606 -6.092 2.193
H 2.108 -4.332 0.563
H 2.878 -1.996 0.016
H 3.406 -0.920 1.401
C 1.952 3.441 -4.697
C 0.655 3.424 -3.893
C 0.499 4.750 -3.138
C -0.530 3.203 -4.829
N 0.772 2.257 -3.007
N -0.298 2.089 -2.084
H 1.924 4.225 -5.453
H 2.104 2.479 -5.186
H 2.809 3.632 -4.048
H 0.539 5.593 -3.830
H 1.300 4.875 -2.407
H -0.455 4.814 -2.612
H -0.563 3.989 -5.584
H -1.480 3.232 -4.292
H -0.441 2.237 -5.328
H 1.621 2.302 -2.451
H -1.137 1.821 -2.591
H -0.511 2.970 -1.617
```

---

Computed, not measured: a structure of composition C40H34N3P2ReS2, with ωB97M-V/def2-TZVPD.

Values from the calculation:
HOMO level (spin up / spin down) (eV): -15.9124 / -15.9051
M (g mol⁻¹): 869.02
Charge: +3
Multiplicity: 2
Relative energy (zero: lowest compared OMol25 entry of this formula, charge and spin) (kcal/mol): 0.0

```
82
C40H34N3P2ReS2, DFT ωB97M-V/def2-TZVPD
Re -0.909 -0.113 -0.766
C 0.754 -0.379 2.474
N 1.949 0.055 1.748
C 2.315 -0.801 0.621
P 1.493 -0.267 -0.971
C 2.374 1.220 -1.480
C 1.693 2.252 -2.128
C 2.390 3.347 -2.623
C 3.768 3.419 -2.470
C 4.453 2.390 -1.833
C 3.762 1.293 -1.346
C 2.017 -1.587 -2.093
C 2.459 -1.250 -3.375
C 2.914 -2.245 -4.230
C 2.936 -3.569 -3.811
C 2.469 -3.913 -2.549
C 2.001 -2.927 -1.692
C 2.708 1.092 2.178
C 2.106 2.173 2.888
C 2.882 3.196 3.351
C 4.274 3.172 3.154
C 4.882 2.106 2.474
C 4.123 1.082 1.981
P -0.843 -0.621 1.521
C -1.127 -2.383 1.646
C -1.061 -3.110 0.455
C -1.251 -4.482 0.451
C -1.510 -5.131 1.652
C -1.564 -4.421 2.847
C -1.368 -3.047 2.852
C -2.063 0.310 2.459
C -3.198 -0.298 2.997
C -4.127 0.468 3.692
C -3.934 1.833 3.839
C -2.812 2.447 3.289
C -1.880 1.690 2.601
H 0.551 0.264 3.322
H 0.981 -1.374 2.864
H 1.984 -1.816 0.829
H 3.381 -0.825 0.436
H 0.621 2.202 -2.262
H 1.858 4.141 -3.135
H 4.313 4.271 -2.859
H 5.531 2.435 -1.735
H 4.327 0.484 -0.898
H 2.461 -0.219 -3.707
H 3.261 -1.982 -5.222
H 3.321 -4.338 -4.470
H 2.473 -4.948 -2.230
H 1.618 -3.224 -0.720
H 1.034 2.212 3.026
H 2.422 4.028 3.869
H 4.886 3.977 3.547
H 5.958 2.074 2.366
H 4.614 0.232 1.530
H -0.855 -2.610 -0.496
H -1.197 -5.043 -0.474
H -1.668 -6.202 1.656
H -1.761 -4.941 3.776
H -1.406 -2.501 3.789
H -3.360 -1.364 2.892
H -4.996 -0.008 4.128
H -4.660 2.424 4.385
H -2.669 3.514 3.401
H -1.021 2.178 2.152
S -2.119 4.310 -0.682
C -1.579 2.867 -0.646
N -1.135 1.736 -0.604
S -5.394 -1.231 -1.013
C -3.790 -1.318 -0.532
N -2.940 -0.575 -1.219
C -3.612 0.136 -2.243
C -3.026 0.970 -3.193
C -3.847 1.590 -4.108
C -5.237 1.385 -4.089
C -5.820 0.539 -3.173
C -4.981 -0.089 -2.252
H -3.482 -1.957 0.287
H -1.948 1.109 -3.241
H -3.414 2.231 -4.866
H -5.860 1.893 -4.814
H -6.889 0.359 -3.176
```

---

Computed, not measured: a structure of composition C40H35AlClN4O5, with ωB97M-V/def2-TZVPD.

Values from the calculation:
HOMO level (eV): -5.6907
M (g mol⁻¹): 714.18
Charge: -1

```
86
C40H35AlClN4O5, DFT ωB97M-V/def2-TZVPD
Al -0.262 0.217 -0.191
C 1.896 1.360 -2.466
C 0.751 1.755 -3.351
C 0.978 2.713 -4.334
C -0.036 3.143 -5.172
C -1.300 2.604 -5.020
C -1.564 1.625 -4.068
C -2.960 1.063 -4.011
C -0.524 1.186 -3.229
N -0.775 0.201 -2.230
C -1.390 -0.905 -2.659
O -1.631 -1.289 -3.805
C -1.846 -1.770 -1.508
C -2.507 -2.977 -1.643
C -2.834 -3.671 -0.485
C -2.483 -3.167 0.761
C -1.818 -1.956 0.806
N -1.549 -1.290 -0.309
C -1.338 -1.274 2.067
O -1.584 -1.799 3.150
N -0.693 -0.132 1.786
C -0.433 0.728 2.892
C 0.878 1.112 3.197
C 2.043 0.554 2.437
C 1.099 2.005 4.240
C 0.047 2.504 4.991
C -1.244 2.103 4.693
C -1.505 1.224 3.647
C -2.927 0.859 3.335
H 2.740 2.029 -2.630
H 2.230 0.343 -2.665
H 1.658 1.410 -1.405
H 1.974 3.128 -4.429
H 0.157 3.892 -5.930
H -2.112 2.937 -5.658
H -3.667 1.784 -4.421
H -3.271 0.827 -2.999
H -3.025 0.135 -4.583
H -2.738 -3.339 -2.634
H -3.355 -4.618 -0.554
H -2.695 -3.680 1.688
H 1.977 -0.532 2.359
H 2.981 0.810 2.930
H 2.104 0.933 1.417
H 2.118 2.296 4.470
H 0.232 3.196 5.803
H -2.079 2.492 5.265
H -3.607 1.614 3.731
H -3.182 -0.111 3.766
H -3.088 0.791 2.255
C 4.882 -2.114 -2.579
C 3.610 -1.820 -3.322
C 3.645 -1.007 -4.453
C 2.499 -0.741 -5.182
Cl 2.601 0.314 -6.569
C 1.282 -1.293 -4.827
C 1.235 -2.098 -3.703
C 2.374 -2.340 -2.945
O 2.192 -3.145 -1.847
C 2.674 -2.661 -0.596
C 2.397 -1.169 -0.425
O 3.320 -0.375 -0.392
O 1.140 -0.896 -0.345
H 5.737 -1.790 -3.171
H 4.986 -3.185 -2.390
H 4.913 -1.589 -1.622
H 4.587 -0.573 -4.765
H 0.382 -1.072 -5.383
H 0.292 -2.523 -3.383
H 3.742 -2.831 -0.465
H 2.121 -3.229 0.152
C -0.182 2.206 -0.007
C -1.446 2.805 0.510
C -1.454 3.647 1.627
C -2.622 4.217 2.094
C -3.830 3.962 1.445
C -3.848 3.116 0.338
C -2.671 2.545 -0.107
C -5.045 4.558 1.928
N -6.014 5.038 2.320
H 0.646 2.524 0.632
H 0.009 2.612 -1.005
H -0.522 3.837 2.148
H -2.607 4.859 2.965
H -4.785 2.904 -0.163
H -2.690 1.882 -0.957
```

---

Computed, not measured: a structure of composition C40H35Br2CoNO2PS3, with ωB97M-V/def2-TZVPD.

Values from the calculation:
HOMO level (spin up / spin down) (eV): -4.9832 / -4.8369
M (g mol⁻¹): 907.64
Charge: -1
Multiplicity: 2
Relative energy (zero: lowest compared OMol25 entry of this formula, charge and spin) (kcal/mol): 0.0

```
85
C40H35Br2CoNO2PS3, DFT ωB97M-V/def2-TZVPD
Co 0.558 0.892 -0.680
C -3.271 0.181 4.773
C -1.755 0.218 4.956
S -0.706 0.336 3.494
C -1.175 1.922 2.784
C -2.488 2.000 1.989
S -2.688 0.632 0.813
C -4.404 0.135 1.067
C -4.911 -0.092 2.497
S -3.861 -1.073 3.599
H -3.636 1.154 4.450
H -3.725 -0.014 5.748
H -1.427 -0.705 5.442
H -1.525 1.029 5.655
H -0.335 2.147 2.123
H -1.182 2.694 3.559
H -2.492 2.950 1.453
H -3.351 2.000 2.653
H -4.488 -0.797 0.503
H -5.088 0.844 0.590
H -5.874 -0.602 2.422
H -5.121 0.859 2.987
C 4.754 -2.943 -0.035
C 4.096 -2.257 0.978
C 2.781 -1.860 0.803
C 2.099 -2.160 -0.383
C 2.766 -2.847 -1.390
C 4.089 -3.235 -1.215
P 0.448 -1.424 -0.585
C -0.649 -2.450 0.453
C -1.991 -2.567 0.089
C -2.861 -3.335 0.845
C -2.411 -3.985 1.985
C -1.087 -3.859 2.365
C -0.209 -3.097 1.605
C -0.102 -1.836 -2.251
C -0.302 -3.115 -2.712
C -0.692 -3.320 -4.049
C -0.856 -2.245 -4.880
C -0.664 -0.919 -4.425
C -0.806 0.191 -5.289
C -0.602 1.446 -4.790
C -0.269 1.650 -3.433
C -0.111 0.621 -2.522
C -0.307 -0.694 -3.068
H 5.789 -3.238 0.093
H 4.611 -2.003 1.896
H 2.289 -1.277 1.574
H 2.263 -3.060 -2.324
H 4.600 -3.758 -2.014
H -2.351 -2.065 -0.801
H -3.898 -3.423 0.542
H -3.097 -4.574 2.580
H -0.727 -4.356 3.258
H 0.823 -3.020 1.910
H -0.165 -3.960 -2.048
H -0.851 -4.327 -4.417
H -1.138 -2.395 -5.917
H -1.067 0.026 -6.328
H -0.696 2.308 -5.443
H -0.116 2.672 -3.112
Br 3.004 0.130 -3.677
C 3.709 0.696 -2.013
C 5.077 0.909 -1.955
C 5.619 1.309 -0.747
C 4.784 1.457 0.343
C 3.429 1.213 0.186
N 2.887 0.854 -0.991
C 2.510 1.285 1.400
O 3.032 1.553 2.481
O 1.283 1.049 1.183
H 5.680 0.758 -2.838
H 6.683 1.492 -0.660
H 5.133 1.742 1.325
Br -1.109 7.354 -0.001
C -0.591 5.531 -0.260
C 0.717 5.153 -0.022
C 1.076 3.821 -0.204
C 0.180 2.839 -0.639
C -1.130 3.288 -0.876
C -1.529 4.608 -0.686
H 1.443 5.885 0.310
H 2.107 3.560 0.017
H -1.877 2.584 -1.225
H -2.552 4.912 -0.872
```

---

Computed, not measured: a structure of composition C40H35N10O4Ti, with ωB97M-V/def2-TZVPD.

Values from the calculation:
HOMO level (eV): -15.5533
M (g mol⁻¹): 767.65
Charge: +3
Relative energy (zero: lowest compared OMol25 entry of this formula, charge and spin) (kcal/mol): 0.0

```
90
C40H35N10O4Ti, DFT ωB97M-V/def2-TZVPD
Ti 0.727 0.478 0.795
O -1.617 1.012 3.348
C -1.919 0.602 2.279
O -0.899 0.250 1.356
C -3.274 0.396 1.716
C -4.359 0.626 2.577
C -5.615 0.452 2.067
C -5.769 0.084 0.716
C -7.047 -0.092 0.121
C -7.149 -0.425 -1.194
C -5.983 -0.594 -1.987
C -4.746 -0.437 -1.442
C -4.605 -0.104 -0.070
N -3.356 0.037 0.450
H -4.186 0.923 3.601
H -6.490 0.603 2.686
H -7.932 0.047 0.727
H -8.122 -0.555 -1.646
H -6.091 -0.845 -3.033
H -3.852 -0.548 -2.041
C -1.875 4.910 -1.866
C -0.844 5.528 -1.163
C -0.076 4.804 -0.271
C -0.343 3.447 -0.108
C -1.362 2.815 -0.810
C -2.139 3.559 -1.685
N 0.406 2.666 0.846
N 0.932 3.316 1.765
C 1.587 2.532 2.746
C 2.150 3.186 3.816
C 2.701 2.413 4.835
C 2.656 1.034 4.730
C 2.085 0.459 3.605
N 1.563 1.195 2.618
H -2.476 5.489 -2.554
H -0.643 6.580 -1.308
H 0.722 5.279 0.281
H -1.596 1.772 -0.640
H -2.954 3.086 -2.214
H 2.128 4.266 3.850
H 3.145 2.887 5.700
H 3.052 0.397 5.508
H 2.036 -0.616 3.490
O 5.453 -5.619 0.543
N 4.429 -5.316 1.095
O 3.754 -6.041 1.793
C 3.976 -3.906 0.939
C 4.924 -3.031 0.562
C 4.611 -1.638 0.422
C 5.572 -0.664 0.096
C 5.192 0.653 0.025
C 3.851 0.977 0.251
N 2.920 0.072 0.523
C 3.302 -1.221 0.637
C 2.296 -2.166 1.032
N 1.052 -1.648 1.249
C 0.084 -2.469 1.637
C 0.299 -3.832 1.827
C 1.544 -4.363 1.611
C 2.605 -3.517 1.206
H 5.931 -3.385 0.380
H 6.601 -0.957 -0.074
H 5.901 1.437 -0.196
H 3.536 2.014 0.215
H -0.894 -2.032 1.788
H -0.521 -4.460 2.146
H 1.722 -5.417 1.756
C -1.790 -2.076 -3.355
C -1.624 -2.328 -1.869
N -1.007 -1.158 -1.238
C -0.018 -0.497 -1.868
N 0.641 0.486 -1.163
C 1.454 1.396 -1.982
C 2.373 0.577 -2.867
C 1.514 -0.254 -3.792
N 0.332 -0.805 -3.103
C -0.432 -1.758 -3.941
H -2.481 -1.247 -3.523
H -2.198 -2.952 -3.857
H -0.986 -3.200 -1.704
H -2.569 -2.507 -1.361
H -1.616 -0.611 -0.618
H 2.006 2.068 -1.325
H 0.787 2.031 -2.573
H 3.004 -0.067 -2.250
H 3.028 1.217 -3.459
H 2.066 -1.093 -4.217
H 1.145 0.349 -4.625
H 0.178 -2.657 -4.050
H -0.519 -1.299 -4.926
```